{"formula": "C50H110F18N19O38S18", "method": "the ωB97M-V functional and the def2-TZVPD basis", "lumo_ha": 0.0024, "e_above_lowest_kj_mol": 467.1, "multiplicity": 1, "orbital_gap_ev": 5.46, "charge": -1, "symbols": ["C", "C", "N", "C", "C", "N", "C", "C", "H", "H", "H", "H", "H", "H", "H", "H", "H", "H", "H", "C", "C", "N", "C", "C", "N", "C", "C", "H", "H", "H", "H", "H", "H", "H", "H", "H", "H", "H", "C", "C", "O", "N", "H", "H", "C", "H", "H", "H", "H", "H", "H", "C", "C", "O", "N", "H", "H", "C", "H", "H", "H", "H", "H", "H", "C", "C", "C", "N", "C", "C", "C", "C", "C", "H", "H", "H", "H", "H", "H", "H", "H", "H", "H", "H", "H", "H", "H", "H", "H", "H", "H", "C", "C", "C", "N", "C", "C", "C", "C", "C", "H", "H", "H", "H", "H", "H", "H", "H", "H", "H", "H", "H", "H", "H", "H", "H", "H", "H", "C", "C", "C", "N", "C", "C", "C", "C", "C", "H", "H", "H", "H", "H", "H", "H", "H", "H", "H", "H", "H", "H", "H", "H", "H", "H", "H", "C", "C", "C", "N", "C", "C", "C", "C", "C", "H", "H", "H", "H", "H", "H", "H", "H", "H", "H", "H", "H", "H", "H", "H", "H", "H", "H", "N", "S", "O", "O", "F", "S", "O", "O", "F", "N", "S", "O", "O", "F", "S", "O", "O", "F", "N", "S", "O", "O", "F", "S", "O", "O", "F", "N", "S", "O", "O", "F", "S", "O", "O", "F", "N", "S", "O", "O", "F", "S", "O", "O", "F", "N", "S", "O", "O", "F", "S", "O", "O", "F", "N", "S", "O", "O", "F", "S", "O", "O", "F", "N", "S", "O", "O", "F", "S", "O", "O", "F", "N", "S", "O", "O", "F", "S", "O", "O", "F"], "coordinates": [[-3.0084, -4.0848, -4.9853], [-2.5046, -3.9259, -3.5751], [-3.4518, -3.3236, -2.6332], [-4.0359, -2.0520, -2.7681], [-4.9396, -1.9328, -1.7358], [-4.9071, -3.1012, -0.9645], [-3.9622, -3.9416, -1.4918], [-5.8347, -3.4742, 0.0605], [-2.0806, -4.2200, -5.5412], [-3.7225, -3.3541, -5.3650], [-3.6091, -4.9839, -4.8479], [-1.7363, -3.1553, -3.6382], [-1.9641, -4.7116, -3.0472], [-3.7131, -1.4434, -3.5998], [-5.6684, -1.1596, -1.5425], [-3.6409, -4.8806, -1.0658], [-5.5760, -4.4098, 0.5564], [-6.7441, -3.6708, -0.5073], [-6.0062, -2.6178, 0.7127], [-6.8947, 1.5026, 0.7337], [-7.2084, 2.3543, -0.4960], [-6.2978, 2.0813, -1.6050], [-4.9379, 1.8082, -1.5739], [-4.5458, 1.3803, -2.8259], [-5.5909, 1.6052, -3.6658], [-6.6599, 2.0409, -2.9474], [-5.5593, 1.4570, -5.1377], [-6.7404, 0.4635, 0.4429], [-7.7275, 1.5986, 1.4305], [-6.0125, 1.9017, 1.2343], [-7.0927, 3.3698, -0.1170], [-8.2386, 2.1039, -0.7490], [-4.4968, 1.7499, -0.5898], [-3.6037, 0.9634, -3.1499], [-7.6475, 2.1002, -3.3805], [-4.6530, 1.8879, -5.5633], [-6.3098, 2.1657, -5.4878], [-5.9252, 0.4720, -5.4272], [-0.0727, -1.4289, -0.4789], [-1.0862, -0.4919, 0.1827], [-2.2719, -0.4420, -0.0643], [-0.7462, 0.4809, 1.3085], [-1.3475, 0.1297, 2.0401], [0.2046, 0.2775, 1.5818], [-0.8253, 1.9586, 1.0226], [0.5823, -1.9528, 0.2173], [0.4611, -0.7653, -1.1592], [-0.6034, -2.1786, -1.0659], [-1.8229, 2.1675, 0.6365], [-0.0291, 2.2795, 0.3509], [-0.6590, 2.2405, 2.0623], [1.4283, -4.2150, -4.8445], [2.4089, -5.2816, -5.2441], [2.1698, -6.1325, -6.1049], [3.8630, -5.1993, -4.6707], [3.8973, -4.7283, -3.7779], [4.2824, -6.1178, -4.6490], [4.6169, -4.4055, -5.7338], [0.5801, -4.1643, -5.5271], [1.7925, -3.2201, -5.1006], [1.1648, -4.2481, -3.7873], [5.6076, -4.2062, -5.3255], [4.0504, -3.4924, -5.9166], [4.6597, -4.9901, -6.6528], [8.8225, -0.0455, -1.5694], [8.1540, 0.7470, -2.7143], [6.6690, 0.9250, -2.3168], [5.8234, 1.7025, -3.3716], [6.3902, 3.1095, -3.6952], [5.7172, 0.7712, -4.6374], [4.3224, 0.9646, -5.1449], [3.5361, 0.9602, -3.8732], [4.3625, 1.7717, -2.8915], [9.0305, 0.5794, -0.7009], [9.7826, -0.3286, -2.0008], [8.2179, -0.8771, -1.2074], [8.2836, 0.3053, -3.7023], [8.6821, 1.6978, -2.7865], [6.5658, 1.6253, -1.4878], [6.2008, 0.0155, -1.9404], [5.6134, 3.6026, -4.2795], [7.2689, 2.7466, -4.2284], [6.6142, 3.6304, -2.7643], [6.5368, 1.0864, -5.2831], [5.8470, -0.2632, -4.3192], [4.1157, 1.8794, -5.7003], [3.8693, 0.1634, -5.7287], [2.5272, 1.3629, -3.9628], [3.4627, -0.0296, -3.4227], [4.0408, 2.8021, -2.7399], [4.3180, 1.3041, -1.9079], [-2.7489, -1.3929, 8.1856], [-2.0940, -0.1065, 7.6084], [-0.9442, -0.4457, 6.5268], [-0.0187, 0.6496, 6.0339], [-0.8672, 1.7279, 5.4072], [1.0750, 0.0595, 5.0508], [2.3510, -0.2999, 5.9811], [2.0258, 0.1583, 7.4118], [0.9044, 1.2205, 7.1790], [-3.2861, -1.9766, 7.4381], [-3.4673, -0.9343, 8.8651], [-2.1181, -2.0909, 8.7361], [-1.7344, 0.5419, 8.4075], [-2.7336, 0.6414, 7.1398], [-1.3918, -0.7291, 5.5742], [-0.2115, -1.1252, 6.9621], [-1.5204, 2.0962, 6.1983], [-1.5732, 1.3294, 4.6786], [-0.2863, 2.5359, 4.9625], [1.2986, 0.8827, 4.3724], [0.6044, -0.7137, 4.4436], [3.2002, 0.2282, 5.5473], [2.4880, -1.3776, 6.0702], [2.9804, 0.4864, 7.8232], [1.6815, -0.5974, 8.1178], [1.4641, 2.0765, 6.8020], [0.4053, 1.5792, 8.0792], [4.3951, -6.2214, 3.2729], [3.2319, -6.5593, 4.2259], [2.0842, -5.5869, 3.9844], [0.9408, -5.5745, 5.0229], [0.2922, -6.9986, 5.0558], [-0.1939, -4.5553, 4.7202], [-0.7908, -4.1931, 6.0943], [0.2724, -4.3957, 7.1696], [1.4436, -4.9916, 6.4409], [5.2064, -6.9320, 3.4310], [4.7688, -5.1975, 3.2732], [4.0655, -6.4402, 2.2572], [3.5262, -6.4650, 5.2711], [2.9784, -7.6111, 4.0938], [1.6149, -5.7603, 3.0160], [2.4685, -4.5682, 3.9334], [-0.5732, -6.8614, 5.7042], [0.9208, -7.7921, 5.4598], [0.0449, -7.1494, 4.0050], [-0.9699, -5.0076, 4.1027], [0.2789, -3.6724, 4.2899], [-1.5523, -4.9305, 6.3482], [-1.2532, -3.2069, 6.0548], [-0.0291, -5.0481, 7.9891], [0.5757, -3.5156, 7.7365], [1.8856, -5.8213, 6.9926], [2.2913, -4.3393, 6.2311], [-0.4611, 4.0453, -3.0473], [-0.3226, 4.3994, -4.5207], [-1.4985, 3.9855, -5.3977], [-1.1535, 4.3111, -6.9200], [0.2171, 3.7063, -7.3149], [-2.2039, 3.6906, -7.8790], [-2.4838, 4.6108, -9.0582], [-1.4515, 5.6767, -8.9078], [-1.1900, 5.7695, -7.3763], [-0.5540, 2.9671, -2.9168], [-1.2666, 4.5951, -2.5604], [0.4551, 4.2139, -2.4815], [0.7083, 4.0807, -4.6749], [-0.3003, 5.4876, -4.4617], [-2.4709, 4.4084, -5.1451], [-1.5565, 2.8974, -5.4251], [1.0059, 4.2719, -6.8191], [0.3115, 3.6831, -8.4006], [0.1740, 2.6721, -6.9733], [-1.9166, 2.6811, -8.1729], [-3.1255, 3.4529, -7.3478], [-2.3915, 4.1086, -10.0212], [-3.4189, 5.1506, -8.9090], [-0.5665, 5.3048, -9.4240], [-1.7440, 6.6218, -9.3654], [-0.3417, 6.3210, -6.9710], [-2.0340, 6.2530, -6.8845], [-3.2957, 5.2307, 6.5963], [-4.5086, 6.3220, 7.3284], [-4.8999, 5.9214, 8.6744], [-5.5940, 6.8314, 6.5086], [-3.5488, 7.6376, 7.4858], [-4.3765, 4.3690, 5.8935], [-4.9536, 4.8261, 4.6077], [-5.2660, 3.5645, 6.7730], [-3.4798, 3.1603, 5.4222], [-1.9054, 0.0654, -4.4419], [-2.0902, -0.5257, -6.0361], [-1.7704, -1.9231, -6.2645], [-1.9214, 0.5304, -7.0618], [-3.6717, -0.5711, -5.9646], [-0.4782, -0.0471, -4.4272], [0.2572, 0.9550, -5.2452], [0.0475, -1.3613, -4.2286], [-0.2893, 0.6109, -2.9684], [-1.0893, -7.8514, -0.0960], [-1.3494, -6.5079, 0.3401], [-1.5413, -5.5079, -0.7307], [-0.8497, -6.0674, 1.6452], [-2.9340, -6.7755, 0.6981], [0.4411, -7.4372, -0.5220], [1.4172, -7.2513, 0.5128], [0.6777, -6.7892, -1.7794], [0.7822, -9.0225, -0.7889], [3.9798, -4.0516, -2.2546], [4.2309, -2.6789, -1.7374], [5.4250, -2.4500, -0.9922], [3.0786, -1.8546, -1.6169], [4.6796, -2.1797, -3.2050], [3.3204, -4.5837, -0.8243], [1.8881, -4.4334, -0.7330], [4.1760, -4.6621, 0.3909], [3.3881, -6.1571, -1.3010], [6.1557, 4.0923, 2.5921], [5.7328, 4.3978, 1.1538], [5.6578, 3.2138, 0.2857], [5.9593, 5.7448, 0.6149], [4.1575, 4.4812, 1.4299], [7.7846, 4.2065, 2.2351], [8.3065, 5.4398, 1.6402], [8.2525, 2.9129, 1.7469], [8.3005, 4.1846, 3.7751], [0.2874, 6.4177, 3.9844], [1.6857, 6.5956, 3.5213], [2.0426, 6.8539, 2.1561], [2.6659, 5.9082, 4.3326], [1.7951, 8.1100, 4.0576], [0.0391, 5.0897, 2.9866], [0.8440, 3.9053, 3.2339], [-0.4724, 5.3534, 1.6748], [-1.2761, 4.5948, 3.7684], [-2.5689, -0.4927, 3.0667], [-3.0523, -2.0680, 3.3453], [-3.8329, -2.7004, 2.3140], [-3.2280, -2.5154, 4.7196], [-1.5725, -2.6130, 2.9845], [-3.9887, -0.0075, 3.0654], [-4.6503, 0.1071, 4.3669], [-4.8568, -0.2639, 1.9557], [-3.7627, 1.5412, 2.7056], [1.9270, -0.0480, 1.5988], [3.1723, 1.0273, 1.4481], [4.0962, 0.8360, 0.3125], [3.6278, 1.6927, 2.6564], [2.2817, 2.2113, 0.7935], [2.8160, -1.1631, 2.0514], [3.3093, -1.0915, 3.4224], [3.6651, -1.8939, 1.1193], [1.5573, -2.1468, 2.3012], [-6.0561, 5.8108, -0.0712], [-6.1177, 5.8594, 1.6110], [-5.3549, 6.8321, 2.3841], [-6.5734, 4.5636, 2.1670], [-7.5271, 6.6636, 1.6058], [-4.5830, 5.6012, -0.0349], [-4.0270, 4.3177, 0.4040], [-3.7208, 6.7514, -0.0211], [-4.5330, 5.3100, -1.5900]], "lowdin_charge": [-0.0660, -0.1829, -0.0201, 0.0033, 0.0016, -0.0775, 0.0691, -0.0015, 0.0735, 0.0729, 0.0841, 0.0980, 0.1256, 0.0887, 0.1223, 0.1317, 0.1108, 0.1013, 0.0969, -0.0660, -0.1541, 0.0038, 0.0289, -0.0269, -0.0970, 0.0256, 0.0120, 0.0590, 0.1011, 0.0662, 0.1045, 0.1264, 0.1348, 0.0974, 0.1566, 0.0878, 0.0924, 0.0981, 0.0467, -0.3254, 0.1060, 0.0692, 0.0627, 0.0654, 0.0597, 0.0668, 0.0782, 0.0903, 0.0978, 0.0966, 0.0893, 0.0325, -0.3155, 0.1247, 0.1103, 0.0475, 0.1728, 0.0211, 0.0942, 0.0854, 0.1048, 0.1066, 0.0952, 0.1020, -0.0721, -0.2182, -0.0965, -0.2070, 0.0706, -0.0876, -0.1698, -0.1642, -0.0762, 0.0863, 0.0715, 0.0760, 0.0970, 0.1053, 0.1202, 0.1225, 0.1025, 0.0849, 0.1184, 0.1204, 0.1197, 0.1161, 0.1188, 0.1057, 0.0974, 0.1403, 0.1011, -0.0794, -0.1603, -0.0996, -0.2294, 0.0202, -0.0311, -0.1285, -0.1609, -0.0520, 0.0617, 0.0774, 0.0644, 0.1007, 0.1050, 0.0968, 0.1056, 0.0937, 0.0859, 0.0913, 0.1138, 0.1039, 0.1139, 0.0929, 0.1180, 0.0923, 0.1416, 0.1275, -0.0793, -0.2215, -0.1200, -0.1855, 0.0608, -0.0816, -0.1455, -0.1605, -0.0665, 0.0757, 0.0865, 0.0631, 0.0990, 0.1089, 0.1275, 0.1294, 0.0962, 0.0986, 0.0983, 0.1208, 0.1185, 0.1139, 0.0807, 0.1139, 0.1074, 0.1196, 0.1266, -0.0747, -0.2379, -0.0494, -0.2012, 0.0393, -0.1102, -0.1599, -0.1685, -0.0776, 0.0521, 0.0932, 0.0943, 0.1075, 0.1154, 0.1424, 0.0988, 0.1016, 0.1012, 0.0841, 0.1072, 0.1194, 0.1274, 0.1223, 0.1044, 0.1255, 0.1334, 0.1363, -0.2595, 0.6141, -0.3219, -0.2973, -0.2238, 0.4347, -0.3150, -0.3503, -0.2258, -0.2495, 0.6220, -0.2607, -0.2975, -0.2002, 0.3550, -0.3134, -0.2646, -0.1911, -0.2176, 0.4095, -0.3257, -0.2909, -0.2362, 0.5367, -0.2680, -0.2739, -0.2279, -0.2992, 0.3731, -0.2282, -0.2492, -0.2343, 0.6188, -0.2605, -0.2539, -0.2292, -0.2303, 0.4420, -0.3492, -0.3068, -0.2038, 0.5660, -0.3055, -0.3305, -0.2186, -0.2235, 0.3570, -0.2799, -0.3008, -0.2264, 0.5409, -0.3224, -0.2625, -0.2114, -0.2660, 0.5779, -0.2600, -0.2658, -0.2039, 0.3992, -0.2393, -0.2988, -0.1667, -0.2765, 0.5970, -0.2805, -0.2220, -0.1957, 0.4479, -0.2810, -0.2741, -0.2243, -0.2558, 0.5890, -0.2321, -0.3010, -0.2351, 0.3425, -0.3129, -0.2646, -0.2575]}